1.
An isolated ion of composition C11H13BrP and charge +1 at a distorted geometry, computed with ωB97M-V with the def2-TZVPD basis set.

Element x y z (Å)
1 Br 0.58902 -3.20262 -0.48319
2 P 0.31834 -0.98962 -0.43416
3 C -1.76601 0.66288 -0.85139
4 C -1.40056 -0.48260 -0.18295
5 C -3.97958 0.49071 0.02886
6 C -3.63529 -0.68447 0.74104
7 C 3.48422 0.89660 1.39071
8 C 1.34575 -0.45104 0.98852
9 C -3.05682 1.12883 -0.79571
10 C 2.53104 0.45217 -0.89664
11 C 1.46161 -0.20083 -1.74512
12 C -2.33421 -1.14203 0.60904
13 C 2.50261 0.32993 0.43051
14 H -4.95140 0.83439 0.13696
15 H -0.94251 1.09290 -1.53309
16 H 3.19843 1.20339 -1.36191
17 H -2.12369 -2.12670 1.02513
18 H 4.09344 0.07049 1.82587
19 H 2.86661 1.28534 2.20103
20 H -4.45002 -1.31631 1.31153
21 H 1.75422 -1.26913 1.55779
22 H 0.75590 0.28506 1.47366
23 H 4.12972 1.60113 0.85583
24 H 0.96515 0.55065 -2.50630
25 H 1.96105 -0.95306 -2.39013
26 H -3.31703 1.93396 -1.39589

Calculated values
Total charge: +1
Energy relative to the best compared isomer or geometry (same formula, charge and spin): 0.0 kcal per mole

=====

2.
An isolated ion of composition CH3NO3PS and charge +1 at a distorted geometry, computed with ωB97M-V with the def2-TZVPD basis set.

Element x y z (Å)
1 S 1.55549 1.20546 0.57852
2 P -0.36318 0.47711 -0.23211
3 O -1.20929 1.64768 -0.88762
4 O 0.18855 -0.57718 -1.25562
5 O -1.32823 -0.36693 0.71436
6 N 1.59966 -1.62391 1.66655
7 C 1.57335 -0.53801 1.30601
8 H 0.99312 -0.42060 -1.66451
9 H -2.16999 1.42745 -1.00392
10 H -0.83946 -1.23106 0.77832

Calculated values
Total charge: +1
Energy relative to the best compared isomer or geometry (same formula, charge and spin): 6.9 kcal per mole

=====

3.
C55H62CdCl2N3O6P2 as an isolated structure at a distorted geometry, computed with ωB97M-V with the def2-TZVPD basis set.

Element x y z (Å)
1 Cd 0.49792 -0.47309 -1.36335
2 Cl -5.68024 6.63962 -3.21109
3 Cl -1.18665 -0.30323 -3.12705
4 P 0.65281 -2.34079 0.54315
5 P 2.74307 0.71114 -1.69306
6 O -3.21227 -1.57488 -0.89215
7 O 0.11682 1.52033 3.46283
8 O 0.39221 2.54307 -2.87468
9 O -4.52986 3.36942 1.65056
10 O 3.00470 -2.11247 -1.09453
11 O 0.64015 -2.74384 -2.53657
12 N -0.75895 0.89012 0.00146
13 N -2.37932 1.36435 1.33088
14 N -1.89772 2.56439 0.93401
15 C 2.94261 -0.42348 3.21739
16 C 3.73904 0.61824 -6.21192
17 C 5.14217 -3.82410 -2.72621
18 C 2.71713 3.87562 0.77127
19 C -1.74658 -2.82295 1.88290
20 C -1.71764 0.37559 0.74409
21 C 1.33327 -1.86339 2.12397
22 C -3.46622 -4.29275 1.04074
23 C 6.54337 -1.49447 -0.53709
24 C -0.92670 2.23926 0.11780
25 C -4.24278 4.46774 -2.40530
26 C 3.49427 4.71049 -1.34787
27 C -4.97147 1.34129 -0.47850
28 C 2.72900 -5.80918 0.77909
29 C 4.17826 -0.10532 -0.91140
30 C 2.52780 2.61921 0.21114
31 C 3.18145 0.69836 -3.47676
32 C -2.62903 -4.68050 -0.00954
33 C -5.57057 2.06836 3.42032
34 C 4.49357 0.51024 -3.93188
35 C -5.18414 2.64702 -1.19875
36 C -7.02398 2.48514 3.13502
37 C 1.91568 -2.18995 4.42062
38 C 4.04310 -4.21572 -0.49623
39 C -1.36765 -4.15278 -0.11947
40 C 2.22132 -0.79005 2.09947
41 C 1.64884 -4.96879 0.74411
42 C 6.54281 -4.44561 -0.79779
43 C -3.39267 1.32017 2.35182
44 C 3.12799 4.93688 -0.02135
45 C 5.33940 0.59071 -0.59649
46 C 2.74528 -1.09058 4.41451
47 C 5.29306 -3.69837 -1.20183
48 C 3.93734 -5.42727 0.15956
49 C 4.77692 0.55821 -5.27038
50 C 6.49817 -0.11548 -0.40407
51 C -5.58415 0.74358 4.16938
52 C 5.40528 -2.18926 -0.86851
53 C 3.44855 3.46026 -1.87863
54 C -0.92757 -3.20178 0.82246
55 C 2.16111 0.77805 -4.41589
56 C 4.21773 -1.48034 -0.97565
57 C 2.92624 2.39147 -1.09059
58 C -4.71439 2.01508 2.06804
59 C -4.93282 3.15827 4.29079
60 C -4.09708 3.22693 -1.81264
61 C -3.01246 -3.42379 2.00825
62 C -6.55518 4.54138 -1.75916
63 C 1.76451 -3.72572 0.12647
64 C -5.45734 1.23740 0.97569
65 C 2.43562 0.75653 -5.79060
66 C -6.39585 3.29552 -1.18905
67 C 1.17753 -2.56840 3.29285
68 C -5.46083 5.12253 -2.40078
69 C 2.94838 -3.35478 -0.49431
70 H 4.91330 -4.82833 -2.99673
71 H -3.17236 2.68543 -1.91591
72 H -1.98039 -0.65514 0.93235
73 H -7.47460 2.77734 4.08997
74 H 6.50038 -5.47644 -1.18007
75 H 0.43006 3.46468 -3.12273
76 H -7.51305 5.04080 -1.78652
77 H 1.14198 0.86967 -4.11611
78 H -2.93637 1.70943 3.24278
79 H -4.47066 -4.69471 1.13531
80 H 4.00853 0.53524 -7.24897
81 H 7.46465 -2.04724 -0.40257
82 H 1.60078 0.80618 -6.47799
83 H 2.32741 -0.22060 1.19134
84 H -3.90733 2.93261 4.60462
85 H -5.53811 3.26588 5.19244
86 H -6.37836 0.72780 4.91722
87 H 5.32822 1.69305 -0.50300
88 H -2.67872 -1.03975 -1.51295
89 H -2.94097 -5.34259 -0.80398
90 H -5.55879 0.59596 -1.03278
91 H 3.04438 5.92609 0.42661
92 H 4.36346 -3.16350 -3.11936
93 H 2.66753 -6.76921 1.27996
94 H -3.61192 3.59800 1.45003
95 H -3.50956 0.25597 2.57022
96 H 7.42945 0.39024 -0.10920
97 H -0.34640 2.17372 -3.37515
98 H -3.91997 1.05458 -0.52493
99 H 3.62080 0.41089 3.14999
100 H -5.45269 0.18607 1.30430
101 H 1.45457 -2.99680 -2.98958
102 H 0.06923 2.42717 3.80675
103 H 0.72202 -5.31272 1.22470
104 H -4.64838 0.50950 4.63156
105 H 2.04947 1.82638 0.80466
106 H 3.80211 5.55659 -1.97557
107 H 6.08279 -3.56029 -3.25052
108 H -3.61995 -3.21006 2.87492
109 H -1.43948 -2.12322 2.66387
110 H 7.41127 -3.97912 -1.20461
111 H -7.64065 1.67540 2.77550
112 H -3.24733 -2.41875 -1.31176
113 H 0.01630 -2.54554 -3.27430
114 H 3.30106 -0.81365 5.30970
115 H -7.14055 3.33067 2.46201
116 H -6.50965 1.53501 0.96655
117 H 6.64287 -4.48360 0.28725
118 H -3.38678 4.97149 -2.87785
119 H -0.73182 -4.42539 -0.96860
120 H -0.29858 2.97462 -0.34372
121 H -5.93633 -0.06773 3.50181
122 H 1.75110 -2.78942 5.32404
123 H 3.71127 3.24078 -2.91268
124 H -5.00971 4.13800 3.84339
125 H 5.28557 0.34930 -3.24274
126 H 2.40660 4.00483 1.78548
127 H 4.77728 -6.06914 0.17859
128 H -7.21887 2.80011 -0.67401
129 H 5.79043 0.47894 -5.63816
130 H 0.86308 1.11582 3.93024
131 H 0.61801 -3.49014 3.33536

Calculated values
Total charge: +1
Energy relative to the best compared isomer or geometry (same formula, charge and spin): 0.0 kcal per mole

=====

4.
A 3-piece molecular cluster, C39H38BrFNO7 overall at a distorted geometry, computed with ωB97M-V with the def2-TZVPD basis set.

Element x y z (Å)
1 Br -1.97576 -1.55987 5.25422
2 F -2.72535 -2.39468 1.78784
3 O -4.47694 -2.09987 4.29991
4 O -1.31515 4.92494 1.49756
5 O 1.70580 -1.52061 0.31512
6 O -1.89345 6.92613 6.44152
7 O -2.78273 -2.45210 -2.76996
8 O 5.15978 -2.70474 -4.93535
9 O 1.49607 -6.49343 -5.93119
10 N -2.62968 -0.99910 1.76407
11 C 0.19377 0.87232 0.36527
12 C -3.44112 -1.96175 -1.62475
13 C 2.06623 -0.56003 1.29184
14 C -1.73045 4.14737 6.17903
15 C 0.61176 -3.57441 -3.08221
16 C 5.03183 -6.51191 -8.17204
17 C -1.34423 9.09377 1.96790
18 C 2.31643 -5.62432 -5.73390
19 C 5.73881 -4.56077 -6.95517
20 C -1.51410 4.50177 3.80356
21 C -1.63869 8.75578 4.33243
22 C 1.57053 -2.60176 -2.80926
23 C -1.53174 2.27125 4.69290
24 C -1.73140 6.48808 5.32553
25 C -1.50936 9.60881 3.24859
26 C -1.45561 3.12795 3.61015
27 C 4.55309 -4.58535 -6.23045
28 C 2.06706 -4.55434 -4.72062
29 C -3.31004 -0.59009 0.48151
30 C -1.15029 -0.70283 1.85631
31 C -2.57893 -1.01346 -0.79410
32 C 3.60262 -5.57775 -6.48313
33 C 2.77375 -2.60345 -3.49381
34 C 1.66057 0.81565 0.77720
35 C -1.67141 2.77836 5.98167
36 C -0.79378 0.76098 1.53575
37 C -3.50676 -1.48656 4.09799
38 C 2.04550 -2.86096 0.67997
39 C -1.65276 5.01181 5.09133
40 C 4.32653 -3.54791 -5.18711
41 C 3.02505 -3.57751 -4.45283
42 C -1.31295 7.72386 1.76749
43 C -1.60281 7.38058 4.13965
44 C 0.85864 -4.54958 -4.03331
45 C 3.84824 -6.54149 -7.45381
46 C 5.97541 -5.52089 -7.92454
47 C -3.39548 -0.47731 2.94526
48 C -1.41485 5.39734 2.61161
49 C -1.44259 6.86229 2.85049
50 H 1.55698 -0.80330 2.24362
51 H -4.36731 -1.45261 -1.92882
52 H 2.63370 -2.86875 1.60289
53 H 6.89763 -5.49913 -8.49009
54 H 1.89924 1.55754 1.54912
55 H -0.33305 -3.57469 -2.54966
56 H 2.27026 1.06116 -0.09785
57 H -1.23996 9.76402 1.12501
58 H -1.76639 9.14139 5.33471
59 H 0.02770 0.02694 -0.30967
60 H -0.67312 -1.41145 1.17844
61 H -0.33707 1.18196 2.44131
62 H 1.38161 -1.84587 -2.05731
63 H -4.29586 -1.06144 0.54660
64 H -1.48847 1.20201 4.53238
65 H -1.72953 2.10702 6.82877
66 H -3.72450 -2.81962 -1.00029
67 H -2.88834 0.43384 3.26871
68 H 6.46386 -3.78562 -6.74776
69 H 3.53175 -1.85661 -3.29804
70 H 2.63370 -3.31604 -0.12012
71 H -0.87181 -0.97703 2.87352
72 H 1.13471 -3.45325 0.82857
73 H 3.10342 -7.30448 -7.63460
74 H -1.97093 -1.96278 -2.94750
75 H 3.14287 -0.57829 1.50298
76 H -3.45736 0.48838 0.56169
77 H -1.64166 -1.52709 -0.56515
78 H -1.34747 2.76058 2.59655
79 H -1.83861 4.56520 7.17082
80 H -0.00025 1.77657 -0.21742
81 H -4.41320 -0.26500 2.61481
82 H -1.68396 1.36686 1.34213
83 H 0.12806 -5.31551 -4.25621
84 H -2.33236 -0.12051 -1.37802
85 H -1.18850 7.30807 0.77698
86 H -1.53631 10.67962 3.40098
87 H 5.22148 -7.26231 -8.92817

Calculated values
Total charge: +1
Calculated total energy: -129633.4840 eV

=====

M? In order: 256.10; 140.08; 1106.38; 731.64 g mol⁻¹.